Record 1
Here is a 2-piece molecular cluster, C3H5N5 overall from OMol25. Energies are from wB97M-V/def2-TZVPD.

## Properties
- E (a.u.) = -391.0055
- structure (SMILES) = Cc1nnn[nH]1.C#N
- energy above the lowest of the compared OMol25 structures with the same formula, charge and spin (kJ/mol) = 296.49
- E_LUMO (eV) = 0.750

Geometry as ORCA input:
```
! wB97M-V def2-TZVPD RIJCOSX def2/J DEFGRID3
* xyz 0 1
N -3.1540 0.2205 0.1823
N -0.5650 -1.0639 -0.9700
N 0.6124 -0.4407 -1.2184
N -0.9257 -1.1027 0.2247
N 0.0812 -0.6157 0.8792
C 1.0449 -0.1189 -0.0314
C -3.3983 0.4034 -0.9232
C 2.2473 0.5694 0.4063
H 2.4043 0.2545 1.4666
H -3.7058 0.5994 -1.9080
H 3.1077 0.3091 -0.1471
H 2.1056 1.5755 0.1034
H 0.1455 -0.5900 1.9357
*
```

***

Record 2
Here is an isolated ion of composition C6H16NO and charge +1 from OMol25. Energies are from wB97M-V/def2-TZVPD.

## Properties
- E (a.u.) = -367.9330
- structure (SMILES) = CC(C)C[C@H]([NH3+])CO
- energy above the lowest of the compared OMol25 structures with the same formula, charge and spin (kJ/mol) = 129.79
- E_LUMO (eV) = -3.234

Geometry as ORCA input:
```
! wB97M-V def2-TZVPD RIJCOSX def2/J DEFGRID3
* xyz 1 1
O -1.3889 -2.6992 1.5772
N -0.6704 -0.1811 1.7018
C -0.5995 -0.8670 0.3765
C 0.6250 1.2258 -0.4536
C 0.5729 -0.2788 -0.3882
C 1.7190 1.6278 -1.5276
C -0.3670 -2.3721 0.6775
C -0.7415 1.8010 -0.8950
H 0.6949 -0.6186 -1.4521
H -1.5467 -0.2421 2.2322
H -0.0796 -0.6895 2.3725
H -0.3490 -2.9273 -0.2711
H -0.7129 2.8129 -1.3039
H -1.5745 -3.6365 1.5912
H -0.4520 0.8193 1.6787
H 1.9658 2.6731 -1.3547
H 1.5782 -0.6970 -0.2293
H 0.9450 1.8887 0.3646
H 0.6587 -2.5985 1.0102
H -1.1833 1.2035 -1.6901
H 2.6467 1.0665 -1.3612
H 1.3123 1.6004 -2.5316
H -1.5771 -0.7111 -0.0566
H -1.4760 1.7998 -0.0674
*
```

***

Record 3
Here is a 17-piece molecular cluster, C66H174N8O34 overall from OMol25. Energies are from wB97M-V/def2-TZVPD.

## Properties
- E (a.u.) = -5614.6289
- E_LUMO (eV) = 0.057

Geometry as ORCA input:
```
! wB97M-V def2-TZVPD RIJCOSX def2/J DEFGRID3
* xyz 0 1
O 17.2705 15.0274 16.2475
O 21.0825 20.4452 26.5526
O 21.9258 18.4557 12.1514
O 14.9038 13.6940 17.3942
O 22.7694 21.1373 11.5846
O 26.0753 26.2696 16.1715
O 23.7020 25.1073 17.2517
O 20.2146 14.7462 15.6327
O 21.9232 22.5053 22.6428
O 19.4220 11.2303 20.0393
O 20.2225 12.5445 17.5833
O 23.5134 15.9787 24.9778
O 22.6800 18.4536 23.2763
O 26.8866 18.5004 16.2206
O 15.9951 11.1170 17.6584
O 21.0062 16.0795 21.8280
O 17.2469 12.7418 12.7194
O 17.5444 19.3717 21.1477
O 25.1117 17.3024 22.9552
O 24.6835 13.5458 17.2127
O 18.4075 13.2634 23.5726
O 21.9954 18.4627 17.0616
O 27.5993 27.5232 13.6663
O 23.5263 23.8666 19.7314
O 14.5511 16.7422 19.1764
O 15.5733 15.7723 24.9484
O 26.1277 14.7094 19.5386
O 25.6301 22.8358 14.4021
O 13.5643 14.2154 21.2211
O 24.1291 15.9708 18.1933
O 19.8819 20.4054 20.7668
O 22.0302 22.4713 16.5340
O 19.4775 19.3100 15.2743
O 22.1604 11.9328 13.0489
N 19.8931 13.7799 13.0942
N 22.4502 17.5969 19.8779
N 19.7948 20.6907 17.7441
N 26.0924 25.2477 13.2677
N 27.9004 14.9780 17.0604
N 15.4784 12.1748 22.1550
N 21.5938 17.5710 26.2682
N 15.5948 17.1284 21.6093
C 23.8238 19.0256 23.9088
C 25.4124 21.5196 14.8713
C 12.6004 14.8799 20.4548
C 18.3456 15.9038 16.5879
C 21.7433 22.9143 15.2662
C 15.9149 17.2277 23.0337
C 18.5971 19.8904 17.4626
C 19.6961 22.0932 17.3505
C 28.0080 28.4740 14.6867
C 17.9220 12.0245 22.9057
C 21.6696 16.1960 26.5545
C 20.8971 15.7512 20.4193
C 18.9970 10.8319 18.7376
C 14.0866 12.3822 22.6466
C 22.3398 13.3339 13.2085
C 20.1850 19.5524 25.9049
C 23.1016 15.0128 23.9950
C 18.3087 19.7464 15.9896
C 16.0858 15.8081 23.6596
C 23.4169 11.2140 13.2666
C 23.4693 19.9348 11.2592
C 19.5254 15.9567 15.7244
C 19.8302 16.7575 22.2254
C 14.0669 16.8864 17.8693
C 25.0495 18.7255 23.0867
C 25.1691 24.3525 12.5586
C 15.2282 11.6746 18.7279
C 28.2878 26.2469 13.7810
C 19.7893 13.5412 23.3177
C 22.6473 18.7538 10.9066
C 18.8954 14.2796 12.1593
C 22.6263 18.5800 15.8068
C 22.4389 18.9483 19.4267
C 23.2757 15.4726 17.1841
C 22.4939 23.8239 20.6788
C 16.4094 12.2670 13.7948
C 24.8449 24.2999 16.9596
C 21.1557 16.9329 19.5530
C 21.0192 22.7826 17.5448
C 15.4464 13.2057 18.6659
C 23.1686 15.8160 26.3393
C 22.9249 22.6578 21.6086
C 25.5213 22.9220 12.9872
C 26.7939 17.1389 16.6386
C 27.8252 16.1383 16.1155
C 17.4770 14.1162 12.6780
C 18.8784 21.3191 21.1851
C 26.0924 25.1713 17.0766
C 19.1877 19.3756 13.8702
C 17.6958 20.5847 21.8041
C 21.1466 21.6286 25.8327
C 16.1931 16.1146 20.7253
C 25.6680 15.6253 20.4726
C 20.3257 18.2209 26.5386
C 18.9149 12.0042 17.7998
C 13.2683 12.8632 21.4584
C 16.5439 16.1225 25.9394
C 28.3336 15.3207 18.4361
C 27.8585 19.1491 17.0066
C 21.2444 14.0026 12.4547
C 27.5844 14.4286 19.4773
C 27.5141 25.2498 12.9511
C 15.9249 16.4461 19.3081
C 22.8631 19.1529 17.9277
C 16.4536 11.6851 23.2338
C 23.3289 13.9645 17.2430
H 24.9328 22.0931 12.6096
H 20.9784 22.2361 14.8137
H 28.0187 14.4919 20.4679
H 23.2847 17.8535 10.6915
H 17.5012 19.0457 15.9283
H 14.0941 13.1072 23.4431
H 15.6269 11.6697 16.9453
H 23.1536 10.1892 13.3512
H 24.0415 19.6880 12.1882
H 19.4122 16.4895 14.7803
H 22.9035 21.8022 20.9731
H 21.9234 18.9393 10.1400
H 18.7248 20.3414 13.6628
H 21.5226 22.4569 18.4468
H 19.0012 22.5298 18.1096
H 20.0468 13.5820 22.2560
H 18.4501 21.8472 20.2811
H 22.0364 18.1343 15.0575
H 16.8072 21.1094 21.6710
H 15.4420 15.0766 23.0571
H 16.5025 17.3299 19.0341
H 26.7721 17.0988 17.7209
H 12.6293 14.5700 19.4259
H 15.4588 14.4036 17.0624
H 12.9947 16.9730 17.9508
H 15.9212 16.3687 26.8063
H 23.0558 19.4984 20.1484
H 22.5096 24.7064 21.3120
H 20.1443 19.2709 13.3963
H 27.9295 24.2390 13.1710
H 19.9119 15.3944 20.1463
H 19.3440 22.1934 16.3136
H 18.7360 15.5827 17.5641
H 21.5685 21.6096 22.7510
H 11.6083 14.6035 20.8976
H 26.0465 25.6548 18.0735
H 27.4561 19.2108 18.0509
H 19.9111 16.7811 23.3346
H 19.0577 13.8742 11.1880
H 22.8943 13.5746 18.2110
H 17.2980 16.0253 20.7852
H 26.5886 22.7684 12.6163
H 15.7865 13.1224 21.9162
H 25.8826 15.3401 21.4883
H 19.7743 12.7389 13.1664
H 23.4275 15.4104 23.0726
H 21.3679 23.9958 15.2133
H 28.2665 25.7997 14.8376
H 21.5422 23.6559 20.2210
H 21.4999 22.3700 26.5528
H 19.5086 17.5720 26.1476
H 18.6986 18.9471 17.9467
H 23.5172 14.0336 24.1771
H 22.6212 17.6207 20.8861
H 20.2838 13.2699 16.9167
H 24.0703 20.2036 10.3723
H 24.8309 23.4391 17.6180
H 19.9416 14.3638 14.7263
H 28.1981 16.3856 18.6584
H 13.3529 12.2499 20.5456
H 21.9704 21.7236 25.0432
H 22.2644 15.8496 17.2937
H 25.9589 19.1401 23.4875
H 14.1195 11.5224 18.6250
H 17.9464 20.7364 15.6341
H 19.2249 22.1173 21.9044
H 29.3505 26.2974 13.4555
H 29.3716 15.2077 18.5004
H 20.5491 20.2636 17.2327
H 27.5739 25.4751 11.8439
H 12.1998 12.7587 21.7683
H 20.4702 19.4676 24.8864
H 27.0109 24.5509 16.9906
H 16.2099 15.6522 18.5822
H 22.0124 15.0044 23.9539
H 25.0940 16.9479 23.8986
H 17.7276 20.4654 17.8998
H 26.9777 14.5201 17.0264
H 21.4065 19.2951 19.4846
H 18.5584 11.2122 23.1533
H 20.9238 23.8760 17.5246
H 21.2054 13.7558 11.4201
H 23.5157 20.0779 24.0214
H 17.8132 16.8567 16.7109
H 15.6295 13.0146 14.0556
H 14.1058 15.9617 17.2755
H 21.9457 20.9938 12.0352
H 17.1376 15.1943 26.1095
H 16.5421 13.4859 18.7010
H 15.6074 11.1648 19.6465
H 23.3808 24.4301 18.9676
H 25.1103 14.0447 17.9455
H 14.6173 17.0461 21.5547
H 19.1158 15.3647 11.9659
H 24.3232 21.2714 14.8642
H 23.3503 14.7680 26.6264
H 17.0915 12.0160 14.6377
H 20.0841 14.4178 23.8157
H 23.0557 17.5954 23.0081
H 18.1847 12.7278 18.2146
H 19.1932 19.9740 25.9603
H 25.7301 21.3917 15.9098
H 23.6197 16.5203 18.8387
H 17.1524 15.5443 23.6601
H 21.5216 14.9431 20.1418
H 16.7409 14.6772 12.0575
H 16.9201 18.8253 21.6228
H 24.1067 11.4890 12.4668
H 23.6804 15.8312 16.1992
H 16.2398 12.0692 24.2360
H 24.1738 24.5383 12.9356
H 17.9898 12.1303 21.8530
H 17.7055 14.1207 16.0934
H 25.2610 24.3959 11.4670
H 27.9268 20.1618 16.5772
H 18.9837 16.1648 21.9212
H 15.0981 17.8433 23.3795
H 20.1419 18.2208 27.5994
H 24.0376 26.0145 17.3696
H 27.4797 15.8347 15.1589
H 27.6160 28.1863 15.6248
H 18.3881 11.6754 16.8719
H 12.7570 15.9601 20.5307
H 28.7931 18.7032 16.8741
H 25.9919 16.6189 20.2262
H 25.7369 26.1994 13.2031
H 20.4272 12.7807 23.8259
H 23.9005 11.3818 14.2424
H 16.8693 17.8089 23.2628
H 20.3488 17.6621 19.7985
H 21.9325 17.7422 25.3346
H 24.8669 19.1223 22.0862
H 25.9773 25.9032 15.2386
H 23.8669 18.7414 17.7733
H 23.5308 17.9560 15.7745
H 15.7762 15.1325 20.9474
H 22.8077 19.6851 15.5298
H 13.6892 11.4564 23.0125
H 23.2799 13.7338 12.7878
H 16.3879 10.5898 23.2020
H 17.7704 20.5757 22.9202
H 25.9749 20.7829 14.2826
H 27.6455 29.4971 14.4394
H 18.0551 10.3426 18.8971
H 27.5769 13.4392 19.0486
H 20.2145 11.7049 19.9107
H 15.9434 11.3819 13.3312
H 25.8440 16.8157 16.1313
H 29.0847 28.5730 14.7990
H 28.7976 16.6058 15.8812
H 23.8039 16.5575 26.8501
H 21.4704 15.0411 12.4890
H 19.7627 10.1571 18.1902
H 17.2814 14.5389 13.6653
H 14.5493 17.7444 17.3558
H 24.7848 24.0153 15.9085
H 20.0194 20.6098 19.8185
H 22.7903 13.4595 16.4985
H 23.8566 18.5509 24.8995
H 18.4886 18.5732 13.5488
H 22.9483 20.2436 17.7699
H 20.9116 15.5999 25.8974
H 20.0996 16.7096 16.2896
H 19.7010 17.7648 21.7264
H 23.9286 22.8120 22.0538
H 22.7071 22.9272 14.6978
H 17.1969 16.9943 25.6634
H 22.2613 13.6255 14.2543
H 24.5430 15.5657 20.2945
H 21.4252 16.0218 27.5632
H 14.8599 13.6005 19.4681
H 20.2208 21.9935 25.4290
H 21.0272 16.5915 18.4970
H 21.5438 17.5836 11.9470
*
```

***

Record 4
Here is C40H38BaN2O4P2S as an isolated structure from OMol25. Energies are from wB97M-V/def2-TZVPD.

## Properties
- E (a.u.) = -3064.0181
- E_LUMO (eV) = -0.039

Geometry as ORCA input:
```
! wB97M-V def2-TZVPD RIJCOSX def2/J DEFGRID3
* xyz 0 1
Ba 0.2851 0.3662 1.8269
S 6.6896 -0.6995 -0.0821
P -2.7651 -2.6672 -0.0570
P -1.7493 2.6604 1.0940
O 2.3804 0.8582 2.8694
O 2.1463 -1.1031 1.8382
O 7.8050 -0.2754 -0.8758
O 6.8347 -1.6650 0.9666
N -2.1188 -0.1431 2.4092
N 6.0926 0.6836 0.5698
C -2.8726 0.9095 2.8688
C 5.1164 -0.5989 -2.3175
C -2.2435 -4.8168 -1.7272
C -0.9114 6.5777 2.1115
C -5.8328 3.0270 -1.0081
C -1.0925 4.3661 1.1519
C 4.7071 0.7689 1.0063
C 3.7485 -2.9258 -1.7090
C -1.6592 -6.0054 -2.1319
C -1.5017 -1.5247 -0.7754
C -5.3160 1.7926 -0.6416
C -1.4580 5.3041 2.1180
C -2.4380 -2.4994 1.7590
C 2.8716 -0.1702 2.3138
C -0.1589 4.7371 0.1869
C 0.7644 -0.7478 -1.1747
C -0.5212 -6.1593 -0.0271
C 5.4184 -1.3023 -1.1565
C 0.0057 6.9363 1.1329
C -4.1808 0.5137 3.0618
C -4.0820 1.7137 -0.0175
C -1.9649 -4.2670 -0.4767
C 4.7334 -2.4638 -0.8490
C -4.2399 -0.8553 2.6959
C 2.3471 -2.7330 -3.7868
C -0.1194 -1.6659 -0.6157
C 0.2761 0.3302 -1.9059
C -3.8832 4.1072 -0.1024
C -0.7961 -6.6815 -1.2818
C -1.0916 0.4753 -2.0865
C 3.4289 -2.2403 -2.8741
C -1.9664 -0.4513 -1.5347
C -2.9602 -1.2035 2.3051
C 4.1277 -1.0658 -3.1638
C 4.3597 -0.2460 2.0873
C -2.2987 2.3012 2.8507
C -5.1155 4.1833 -0.7362
C -1.0970 -4.9596 0.3683
C -3.3512 2.8709 0.2569
C 0.3802 6.0147 0.1677
H -5.1019 -1.5034 2.7146
H 0.9624 1.0503 -2.3357
H 2.5538 -2.4653 -4.8225
H 3.2228 -3.8426 -1.4702
H -2.9152 -3.3547 2.2460
H 0.4313 7.9309 1.1244
H 2.2411 -3.8154 -3.7257
H 3.9048 -0.5260 -4.0760
H 4.9804 -3.0110 0.0504
H 1.0964 6.2862 -0.5964
H 0.1416 4.0165 -0.5672
H 4.5653 1.7821 1.3813
H -0.8707 -4.5709 1.3521
H -6.7943 3.0877 -1.5015
H -0.3471 -7.6166 -1.5910
H 0.2823 -2.4962 -0.0424
H -2.9326 -4.3079 -2.3922
H -1.4864 1.3120 -2.6492
H 4.6062 -1.2497 1.7558
H -1.2042 7.2934 2.8685
H -1.8893 -6.4126 -3.1082
H -3.6969 0.7465 0.2876
H 1.3812 -2.2928 -3.5175
H 4.0247 0.6292 0.1523
H -2.1824 5.0438 2.8793
H -1.3669 -2.5919 1.9711
H -3.0706 3.0234 3.1228
H 4.8960 -0.0315 3.0102
H -1.4645 2.4526 3.5476
H -3.0333 -0.3352 -1.6816
H -4.9945 1.1423 3.3900
H 1.8316 -0.8745 -1.0221
H 5.6746 0.2930 -2.5738
H 6.4017 1.4767 0.0242
H -5.8749 0.8860 -0.8343
H -5.5129 5.1502 -1.0166
H -3.3336 5.0189 0.0951
H 0.1411 -6.6843 0.6492
*
```

***

Question: The highest E_LUMO belongs to which entry?
Answer: C3H5N5

***

Question: Number 3 is which compound?
Answer: C66H174N8O34